# 1
79
Properties=species:S:1:pos:R:3:mulliken_charge:R:1 method="wB97M-V/def2-TZVPD" total_charge=-1 total_energy_ev=-124168.5307 lumo_energy_ha=0.07006 homo_energy_ev=-4.75 gap_ha=0.245
C 4.4723 -2.3515 1.7118 -0.159
C 3.2891 -2.5887 1.9365 -0.662
C 1.7220 -2.7444 1.9999 0.143
P 0.6302 -1.2908 1.2701 3.850
C 1.6874 -0.1091 2.4058 -1.188
C -0.3543 0.2052 0.5958 -0.677
C 0.4389 1.6062 0.4177 -0.405
C 0.0536 2.7207 1.4821 -0.790
C 1.8134 -1.2330 -0.1979 -1.348
C 1.4747 -0.7034 -1.6380 -0.239
C 0.3487 -1.3415 -2.5296 0.132
C 0.2394 -0.4495 -3.8670 -1.065
C 1.5423 -0.4929 -4.7649 -0.319
N 2.4021 0.7401 -4.6166 -0.746
C -0.4457 -1.5960 2.8451 -0.982
C -1.7874 -0.9665 3.2350 -0.426
O -2.8874 -1.4567 3.1519 -0.505
I -1.8916 1.0392 4.2029 -0.128
C -0.5761 -2.5219 0.3536 -0.828
C -0.1603 -3.7593 -0.3992 -0.687
C -1.1174 -4.6543 -1.1097 -0.853
C -2.5712 -4.2464 -1.0308 -0.552
C -2.8159 -2.9594 -0.2802 -0.354
N -1.9105 -2.1727 0.3443 0.002
H 5.5817 -2.2750 1.7992 0.414
H 1.5689 -2.8974 3.1223 0.462
H 1.5440 -3.7693 1.5778 -0.929
H 2.4887 0.4523 1.8651 0.246
H 2.1669 -0.6113 3.2950 0.451
H 0.9063 0.5588 2.9038 0.005
H -0.8210 0.0146 -0.4289 0.025
H -1.2467 0.5596 1.1823 0.232
H 1.5390 1.4971 0.2218 0.153
H 0.0433 2.0605 -0.5593 0.289
H 0.5956 2.6383 2.4634 0.223
H -1.0715 2.7636 1.5844 -0.109
H 0.3495 3.7220 1.0203 0.361
H 2.1564 -2.2988 -0.4456 0.534
H 2.7950 -0.6952 0.0256 0.269
H 1.4051 0.4278 -1.7773 -0.217
H 2.4346 -0.9248 -2.2348 0.220
H 0.6734 -2.3754 -2.8819 0.311
H -0.6914 -1.3632 -2.1039 0.078
H 0.0812 0.6460 -3.5876 0.383
H -0.6403 -0.7474 -4.5061 0.404
H 1.3252 -0.5729 -5.8747 0.278
H 2.2249 -1.3629 -4.4819 0.295
H 3.3931 0.4853 -4.7012 0.249
H 2.2937 1.1266 -3.6699 0.302
H -0.6164 -2.7262 2.9166 0.403
H 0.1701 -1.3772 3.7853 0.593
H 0.9205 -4.0562 -0.4380 0.841
H -0.7841 -5.5781 -1.6546 0.367
H -3.3951 -4.8525 -1.4934 0.324
H -3.9084 -2.6552 -0.2412 0.287
Cl -3.3275 3.3888 -0.4038 -0.100
C -4.2090 4.6710 0.4652 -0.733
C -3.2750 5.6411 1.1554 -0.228
Cl -2.4129 4.8860 2.5184 -0.144
H -4.8866 4.1947 1.1742 0.392
H -4.8092 5.2003 -0.2757 0.361
H -3.8456 6.4763 1.5646 0.305
H -2.5327 6.0413 0.4658 0.160
Cl 4.5890 -7.5366 0.5546 -0.214
C 4.1470 -6.6132 2.0144 -0.154
C 2.7154 -6.8620 2.4368 -0.564
Cl 1.5479 -6.1781 1.2816 -0.105
H 4.3274 -5.5557 1.8147 0.067
H 4.8264 -6.9311 2.8070 0.325
H 2.5261 -6.3829 3.3986 0.268
H 2.5063 -7.9273 2.5394 0.392
Cl -4.2193 9.2408 -0.2746 -0.185
C -2.8762 9.1282 -1.4400 -0.504
C -3.2268 8.2687 -2.6350 -0.474
Cl -3.3954 6.5512 -2.1991 -0.120
H -2.0020 8.7447 -0.9134 0.327
H -2.6565 10.1453 -1.7685 0.352
H -2.4322 8.3294 -3.3799 0.294
H -4.1572 8.5923 -3.1020 0.325

***

# 2
76
Properties=species:S:1:pos:R:3:mulliken_charge:R:1 method="wB97M-V/def2-TZVPD" total_charge=0 total_energy_ev=-61107.9184 lumo_energy_ha="-0.04724 / -0.04727" homo_energy_ev="-7.60 / -7.60" gap_ha="0.232 / 0.232"
Pd 0.8137 0.0651 0.6441 -0.537
C -3.0650 0.8654 1.6727 -1.088
Si -1.5645 0.9378 2.7764 0.456
C -2.1618 0.6418 4.5339 -1.193
C -0.6837 2.5858 2.7458 -0.795
C -0.3716 -0.4449 2.2797 1.926
C -1.0113 -1.6597 1.7099 -0.969
C -1.8873 -2.5233 2.3620 -0.725
C -2.3887 -3.6045 1.6604 -0.571
C -2.0170 -3.7921 0.3341 -1.029
C -1.1387 -2.8888 -0.2358 -0.213
N -0.6390 -1.8584 0.4435 0.548
Si 1.2849 -0.8034 3.1094 0.497
C 2.0101 -2.3533 2.3331 -0.748
C 1.0577 -1.2093 4.9244 -1.165
C 2.4050 0.6988 2.9650 -1.105
H -3.7015 1.7358 1.8468 0.451
H -3.6557 -0.0251 1.8963 0.340
H -2.7994 0.8470 0.6173 0.243
H -2.8496 1.4407 4.8222 0.390
H -1.3469 0.6323 5.2568 0.273
H -2.7038 -0.3017 4.6222 0.298
H -1.4135 3.3981 2.7274 0.465
H -0.0504 2.7009 1.8657 -0.087
H -0.0685 2.7163 3.6386 0.313
H -2.1646 -2.3349 3.3905 0.381
H -3.0705 -4.2961 2.1382 0.457
H -2.3982 -4.6200 -0.2461 0.448
H -0.8236 -2.9872 -1.2679 0.378
H 1.3378 -3.1858 2.5533 0.358
H 2.9838 -2.5725 2.7778 0.409
H 2.1384 -2.3130 1.2494 -0.016
H 0.4171 -2.0838 5.0472 0.310
H 0.6092 -0.3813 5.4716 0.325
H 2.0232 -1.4322 5.3852 0.373
H 2.4594 1.1921 1.9846 0.331
H 3.4190 0.3900 3.2289 0.396
H 2.0664 1.4512 3.6788 0.357
N -0.6333 1.3680 -0.3696 -0.366
C -0.9571 2.1674 -1.1461 0.347
C -1.3539 3.1290 -2.0674 -0.063
C -2.5516 2.9486 -2.7993 0.041
N -3.5312 2.7869 -3.3856 -0.535
C -0.5175 4.2511 -2.2608 0.209
N 0.2090 5.1345 -2.4237 -0.608
C 4.9413 -0.3266 -2.2883 -1.726
C 4.1867 0.0472 -1.0109 0.866
C 4.4493 -0.9884 0.0824 -1.169
P 2.3817 0.4101 -1.2033 0.766
C 1.6358 -0.5997 -2.5575 0.976
C 1.9931 -0.2843 -4.0073 -1.549
C 1.7955 -2.0864 -2.2344 -1.239
C 2.3242 2.1690 -1.7559 0.553
C 3.3715 2.6276 -2.7680 -1.850
C 2.3731 3.0887 -0.5355 -1.169
H 6.0110 -0.3713 -2.0719 0.506
H 4.7956 0.3895 -3.0927 0.263
H 4.6435 -1.3109 -2.6480 0.281
H 4.5780 1.0079 -0.6545 0.495
H 4.1389 -1.9861 -0.2359 0.236
H 3.9164 -0.7510 1.0032 -0.043
H 5.5167 -1.0310 0.3083 0.541
H 0.5770 -0.3455 -2.4196 0.154
H 3.0358 -0.5047 -4.2377 0.235
H 1.7924 0.7565 -4.2578 0.299
H 1.3744 -0.8985 -4.6653 0.476
H 2.8367 -2.4028 -2.2909 0.159
H 1.2369 -2.6848 -2.9568 0.458
H 1.4222 -2.3250 -1.2345 -0.078
H 1.3431 2.2634 -2.2179 0.093
H 4.3762 2.5981 -2.3406 0.334
H 3.1563 3.6641 -3.0338 0.484
H 3.3721 2.0442 -3.6864 0.331
H 3.3603 3.0594 -0.0650 0.395
H 1.6287 2.8181 0.2158 -0.129
H 2.1780 4.1154 -0.8481 0.542

***

# 3
100
Properties=species:S:1:pos:R:3:mulliken_charge:R:1 method="wB97M-V/def2-TZVPD" total_charge=0 total_energy_ev=-247362.6661 lumo_energy_ha=-0.15461 homo_energy_ev=-5.20 gap_ha=0.037
C -1.3338 0.7263 -0.5053 0.413
C -1.3034 -0.0178 -1.4511 -1.233
C -1.0191 -1.0429 -2.5316 1.806
C 0.0826 -0.3281 -3.3551 -1.552
C 1.4312 -0.3884 -2.4908 0.979
C 2.7875 -0.7689 -3.3757 -0.913
O 2.3607 0.6283 -2.7408 -0.530
O -2.2467 -0.9971 -3.2401 -0.528
B -3.1325 -2.0184 -2.6171 0.672
C -3.8783 -2.6798 -3.9317 -0.399
C -4.2212 -1.5375 -1.4861 -0.906
C -5.6721 -2.0889 -1.6299 1.313
C -5.8175 -3.6230 -1.4108 -0.222
C -7.0638 -3.9917 -0.5347 -0.411
O -8.1268 -4.5275 -1.3363 -0.512
O -2.1603 -2.9398 -2.0267 -0.566
C -0.8055 -2.5971 -2.0774 -0.235
C -0.3063 -3.4866 -3.2537 0.814
F -0.7364 -3.0157 -4.4547 -0.240
F 1.0626 -3.3386 -3.3580 -0.319
C -0.7713 -4.9816 -3.2232 0.611
F 0.1716 -5.7765 -3.7598 -0.294
F -1.1208 -5.4729 -2.0451 -0.144
F -1.8419 -5.1079 -4.0390 -0.229
S -0.2876 -2.9856 -0.3358 1.708
O 0.1239 -1.8338 0.4350 -0.756
O -1.4369 -3.5162 0.3224 -0.529
C 1.0900 -4.1964 -0.0764 0.741
F 1.4460 -4.9851 -1.1100 -0.262
F 0.6955 -5.0213 0.9080 -0.207
C 2.4266 -3.5491 0.4778 0.455
F 2.9212 -2.6060 -0.3421 -0.187
F 3.3293 -4.5606 0.4589 -0.268
F 2.3339 -3.1743 1.7319 -0.184
H -1.1309 1.5311 0.2492 -0.544
H 0.3104 -0.7570 -4.3372 0.443
H -0.1316 0.7500 -3.3658 0.521
H 1.3662 -0.8135 -1.4577 0.630
H 3.7972 -0.3787 -3.2379 -0.395
H 2.9734 -1.5771 -2.5786 0.365
H -3.2323 -2.6611 -4.8343 0.186
H -4.1469 -3.7420 -3.7920 0.074
H -4.7767 -2.0788 -4.2226 -0.561
H -4.2158 -0.4167 -1.4899 0.319
H -3.8436 -1.8617 -0.5001 0.232
H -6.1973 -1.7756 -2.5723 -1.661
H -6.2653 -1.6058 -0.8247 0.767
H -4.9236 -4.0900 -0.9629 0.047
H -5.9718 -4.0886 -2.4042 0.256
H -7.4665 -3.1158 0.0036 0.602
H -6.8138 -4.8094 0.2630 0.037
H -7.7200 -5.2546 -1.8279 0.348
Na 5.2930 0.3789 -3.2757 1.012
Mg 0.0012 2.2820 1.4902 -0.189
C -9.5359 -1.8756 -3.8877 -0.013
Cl -8.3690 -2.6918 -4.9472 -0.098
Cl -8.7295 -1.2241 -2.4609 -0.027
Cl -10.3743 -0.5981 -4.7660 -0.089
H -10.2677 -2.6060 -3.5615 0.334
C 4.0657 3.4621 1.8888 -0.597
Si 4.5010 5.0467 2.8215 0.190
C 3.9269 4.8117 4.6031 -1.084
C 3.4813 6.4312 2.0438 -0.963
N 6.1907 5.3018 2.6936 -0.193
Si 6.9382 6.6542 3.4264 0.087
C 6.7464 6.6709 5.3036 -1.097
C 6.3171 8.3029 2.7469 -0.945
C 8.7945 6.5819 3.0688 -0.987
H 2.9896 3.2614 1.9427 -0.108
H 4.3403 3.5544 0.8343 0.176
H 4.5912 2.6044 2.3159 0.271
H 2.8975 4.4326 4.6252 0.322
H 3.9379 5.7508 5.1583 0.283
H 4.5594 4.0898 5.1227 0.265
H 3.8490 6.6660 1.0426 0.232
H 3.5058 7.3392 2.6482 0.306
H 2.4303 6.1280 1.9549 0.361
H 5.7299 6.9285 5.6048 0.299
H 7.4157 7.4171 5.7477 0.338
H 7.0019 5.6978 5.7278 0.266
H 6.3120 8.2958 1.6547 0.202
H 6.9695 9.1206 3.0754 0.364
H 5.3101 8.5319 3.0997 0.323
H 8.9808 6.6076 1.9919 0.224
H 9.2294 5.6664 3.4760 0.257
H 9.3060 7.4364 3.5247 0.275
C -2.0260 -3.2504 3.3932 -0.556
C -2.8100 -3.5485 4.7017 -0.395
O -4.1014 -3.3061 4.4748 -0.612
H -2.1328 -2.2086 3.0864 0.262
H -0.9564 -3.4412 3.5478 0.261
H -2.3588 -3.8877 2.5753 0.184
H -2.3044 -2.9483 5.4883 0.236
H -2.5231 -4.5839 4.9853 0.236
Ca -5.5054 -0.3235 -4.3304 1.053
Br -7.3412 -5.9944 1.4679 -0.008
O 6.4747 5.8723 -0.4137 -0.683
H 6.5805 5.5162 0.4931 0.356
H 7.2161 6.4762 -0.5148 0.296
Cl -7.1390 -8.2838 0.6075 -0.177